No. 1
Density functional theory data (the ωB97M-V functional and the def2-TZVPD basis) for a molecular structure, C37H42N6O3STi.

Calculated values
Total charge ... +4
Spin multiplicity ... 1
HOMO energy ... -18.43 eV
Lowest unoccupied orbital energy ... -13.1 eV
Strongest force on any atom ... 0.9 eV/A

```
90
Properties=species:S:1:pos:R:3:lowdin_charge:R:1
Ti 0.60 0.27 0.32 1.201
C -1.43 -2.22 0.81 -0.073
N -0.55 -1.21 1.49 -0.187
C -1.28 -0.55 2.61 -0.079
C -0.56 0.68 3.03 -0.205
C -0.82 1.30 4.23 0.046
C -0.14 2.46 4.56 0.051
C 0.81 2.97 3.68 0.014
C 1.03 2.33 2.50 -0.095
N 0.34 1.19 2.15 -0.009
C 0.64 -1.96 2.03 -0.075
C 1.41 -2.47 0.84 -0.245
C 1.98 -3.72 0.75 0.058
C 2.59 -4.08 -0.45 0.048
C 2.59 -3.19 -1.52 0.016
C 2.01 -1.96 -1.35 -0.076
N 1.43 -1.60 -0.19 -0.021
C -2.90 -1.90 0.62 -0.273
C -3.68 -2.96 0.20 0.003
C -5.05 -2.78 0.11 -0.003
C -5.58 -1.54 0.45 -0.010
C -4.71 -0.54 0.84 -0.102
N -3.37 -0.70 0.91 0.054
H -1.38 -3.12 1.42 0.150
H -0.98 -2.47 -0.15 0.129
H -1.42 -1.25 3.44 0.168
H -2.26 -0.28 2.24 0.103
H -1.56 0.87 4.90 0.151
H -0.34 2.96 5.51 0.149
H 1.39 3.86 3.92 0.143
H 1.77 2.68 1.80 0.119
H 0.32 -2.78 2.66 0.158
H 1.24 -1.29 2.64 0.123
H 1.95 -4.40 1.59 0.149
H 3.05 -5.05 -0.55 0.147
H 3.04 -3.45 -2.47 0.141
H 1.99 -1.23 -2.16 0.135
H -3.25 -3.93 -0.01 0.136
H -5.70 -3.59 -0.20 0.136
H -6.65 -1.36 0.43 0.131
H -5.09 0.43 1.14 0.125
O 7.05 -2.66 3.94 0.169
C 7.12 -1.82 2.91 -0.479
O 8.15 -1.38 2.51 0.200
C 5.83 -1.37 2.25 -0.088
C 4.78 -0.83 2.97 0.029
C 3.72 -0.21 2.31 -0.014
C 3.74 -0.15 0.92 -0.255
C 4.77 -0.74 0.19 -0.002
C 5.82 -1.34 0.86 0.043
N 2.71 0.59 0.25 0.007
C 2.96 1.28 -0.80 0.006
C 1.93 2.22 -1.27 -0.229
C 2.16 3.15 -2.25 0.067
C 1.27 4.22 -2.37 0.051
C 0.19 4.30 -1.50 0.022
C -0.01 3.27 -0.58 -0.095
N 0.83 2.24 -0.48 -0.035
H 6.17 -3.02 4.09 0.124
H 4.79 -0.83 4.06 0.142
H 2.94 0.29 2.87 0.105
H 4.76 -0.73 -0.90 0.124
H 6.65 -1.75 0.30 0.150
H 3.95 1.31 -1.24 0.167
H 3.05 3.09 -2.86 0.152
H 1.44 4.99 -3.11 0.150
H -0.48 5.14 -1.52 0.142
H -0.85 3.29 0.10 0.137
C -4.83 3.32 -1.83 -0.062
C -3.42 2.91 -2.23 -0.265
C -2.98 1.71 -1.37 -0.332
S -1.52 0.98 -2.13 1.161
O -0.71 0.19 -0.97 -0.573
C -2.19 -0.36 -3.15 -0.301
C -2.18 0.04 -4.63 -0.276
C -2.97 -0.98 -5.44 -0.068
H -5.13 4.20 -2.40 0.100
H -4.89 3.58 -0.77 0.091
H -5.55 2.53 -2.04 0.093
H -2.72 3.74 -2.09 0.102
H -3.39 2.65 -3.29 0.109
H -3.73 0.93 -1.33 0.082
H -2.69 1.97 -0.36 0.095
H -3.20 -0.58 -2.77 0.109
H -1.54 -1.22 -2.93 0.108
H -1.14 0.09 -4.98 0.119
H -2.61 1.03 -4.75 0.105
H -2.55 -1.98 -5.34 0.091
H -2.94 -0.71 -6.50 0.099
H -4.02 -1.00 -5.14 0.092
```

=====

No. 2
Density functional theory data (the ωB97M-V functional and the def2-TZVPD basis) for a single C7H12 molecule.

Calculated values
SMILES ... CC1CC2(CC2)C1
Spin multiplicity ... 1
HOMO energy ... -9.72 eV
Lowest unoccupied orbital energy ... 1.2 eV
Strongest force on any atom ... 0.5 eV/A

```
19
Properties=species:S:1:pos:R:3:nbo_charge:R:1
C -2.52 0.30 0.11 -0.604
C -1.23 -0.49 -0.01 -0.203
C -0.24 -0.04 -1.12 -0.393
C 0.87 -0.01 -0.07 -0.062
C 2.21 -0.66 -0.22 -0.410
C 2.11 0.80 0.12 -0.414
C -0.14 -0.19 1.06 -0.386
H -3.18 0.15 -0.75 0.209
H -2.30 1.38 0.17 0.200
H -3.08 0.02 1.01 0.209
H -1.45 -1.56 -0.07 0.200
H -0.10 -0.76 -1.94 0.207
H -0.49 0.93 -1.55 0.201
H 2.47 -0.92 -1.25 0.211
H 2.61 -1.35 0.52 0.210
H 2.45 1.57 -0.56 0.215
H 2.24 1.01 1.19 0.209
H -0.31 0.77 1.56 0.197
H 0.09 -0.94 1.82 0.204
```

=====

No. 3
Density functional theory data (the ωB97M-V functional and the def2-TZVPD basis) for 8 unconnected molecules or ions with the total composition C22H24F7NO23 at a distorted geometry.

Calculated values
SMILES ... O=C1OC[C@@H](F)O1.O=C1OC[C@@H](F)O1.O=C1OC[C@@H](F)O1.O=C1OC[C@@H](F)O1.O=C1OC[C@@H](F)O1.O=C1OC[C@@H](F)O1.O=C1OC[C@@H](F)O1.C[N+](=O)[O-]
Spin multiplicity ... 1
HOMO energy ... -10.82 eV
Lowest unoccupied orbital energy ... -0.4 eV
Strongest force on any atom ... 2.0 eV/A

```
77
Properties=species:S:1:pos:R:3:lowdin_charge:R:1
O -0.74 -4.39 -4.00 0.188
C -0.90 -4.42 -2.82 -0.563
O 0.00 -3.90 -1.98 0.057
C -0.24 -4.36 -0.67 -0.038
C -1.70 -4.85 -0.74 -0.272
F -2.56 -4.00 -0.14 0.073
O -1.96 -4.89 -2.14 0.150
H 0.47 -5.16 -0.44 0.142
H -0.06 -3.59 0.07 0.114
H -1.92 -5.83 -0.32 0.166
O -0.75 1.87 2.20 0.196
C -0.71 1.73 3.37 -0.532
O -1.73 2.00 4.20 0.085
C -1.31 1.82 5.57 -0.015
C -0.17 0.84 5.34 -0.318
F -0.59 -0.44 5.32 0.097
O 0.35 1.25 4.10 0.093
H -0.91 2.78 5.93 0.144
H -2.17 1.50 6.14 0.147
H 0.62 0.96 6.08 0.168
O -0.17 2.13 -6.73 0.178
C -0.61 2.55 -5.71 -0.561
O -1.88 2.90 -5.51 0.102
C -2.00 3.44 -4.19 -0.037
C -0.69 3.03 -3.52 -0.293
F -0.85 1.93 -2.71 0.043
O 0.14 2.68 -4.59 0.138
H -1.98 4.53 -4.21 0.144
H -2.85 3.04 -3.64 0.128
H -0.30 3.84 -2.90 0.168
O 2.84 -4.12 -4.13 0.178
C 2.31 -3.13 -4.50 -0.572
O 1.80 -2.18 -3.70 0.066
C 1.00 -1.30 -4.46 -0.062
C 1.42 -1.60 -5.90 -0.285
F 2.27 -0.64 -6.42 0.050
O 2.12 -2.80 -5.79 0.146
H -0.06 -1.47 -4.27 0.125
H 1.12 -0.24 -4.22 0.133
H 0.60 -1.67 -6.61 0.171
O -2.17 -2.90 3.14 0.191
C -0.99 -2.75 3.13 -0.554
O -0.20 -3.21 4.13 0.059
C 1.17 -3.13 3.72 -0.040
C 1.09 -2.03 2.66 -0.312
F 1.99 -2.27 1.67 0.075
O -0.24 -2.11 2.20 0.114
H 1.89 -2.94 4.52 0.139
H 1.45 -4.11 3.32 0.142
H 1.25 -1.03 3.08 0.157
O -2.72 5.78 0.62 0.186
C -2.84 4.63 0.38 -0.541
O -3.15 3.69 1.34 0.046
C -3.53 2.47 0.69 -0.044
C -2.71 2.63 -0.57 -0.343
F -3.21 1.92 -1.61 0.067
O -2.72 4.01 -0.81 0.138
H -3.24 1.62 1.30 0.128
H -4.61 2.50 0.50 0.147
H -1.71 2.24 -0.36 0.138
O 3.65 0.42 0.88 0.193
C 3.64 1.09 1.85 -0.555
O 4.52 0.97 2.87 0.077
C 4.01 1.70 3.98 -0.051
C 3.20 2.77 3.28 -0.299
F 4.00 3.85 2.98 0.061
O 2.82 2.12 2.12 0.139
H 3.38 1.04 4.57 0.130
H 4.82 2.05 4.62 0.144
H 2.33 3.21 3.77 0.163
C 0.90 -0.64 -0.65 0.071
N -0.58 -0.52 -0.87 -0.411
O -1.01 -0.92 -1.92 0.070
O -1.25 -0.02 0.01 0.055
H 1.28 0.16 -1.28 0.113
H 1.22 -1.61 -1.01 0.095
H 1.03 -0.44 0.40 0.067
```